[1]
ORCA calculation (ωB97M-V/def2-TZVPD) on a molecular structure, C5H16Br2InNOP.

Computed properties:
max |F|: 0.4 eV Å⁻¹
E_tot: -163528.967 eV
E_HOMO: -4.4363 eV
LUMO level: 2.704 eV
charge: -1

Last column: Mulliken charge in e.
Geometry (Å):
In1 -0.328 0.351 0.307  0.69
Br1 1.130 -2.202 2.160  -0.25
Br2 1.841 -1.187 -2.279  -0.23
P1 -0.285 1.379 2.667  0.20
O1 -4.350 -0.443 -1.702  -0.60
N1 -1.718 1.798 3.249  -0.82
C1 0.739 -1.662 0.278  -0.96
C2 2.589 -3.304 -0.493  -1.09
C3 -0.459 3.176 -0.933  -0.99
C4 0.359 1.877 -1.100  -0.77
C5 2.061 -1.862 -0.444  0.10
H1 -1.183 3.143 -0.113  0.25
H2 2.806 -3.624 -1.510  0.38
H3 0.181 4.042 -0.741  0.25
H4 0.243 1.481 -2.110  0.38
H5 2.804 -1.213 0.014  0.41
H6 1.423 2.091 -0.986  0.36
H7 0.050 -2.445 -0.047  0.46
H8 -3.689 -1.121 -1.874  0.30
H9 1.853 -3.989 -0.072  0.31
H10 -2.432 1.562 2.568  0.25
H11 -5.142 -0.917 -1.431  0.29
H12 0.433 0.585 3.595  -0.01
H13 0.623 2.475 2.687  -0.04
H14 -1.036 3.402 -1.833  0.25
H15 -2.016 0.005 0.052  -0.38
H16 3.504 -3.398 0.092  0.26

[2]
ORCA calculation (ωB97M-V/def2-TZVPD) on a molecular structure, C20H31BNO2Sn.

Computed properties:
energy above the lowest of the compared OMol25 structures with the same formula, charge and spin: 0.00 kcal per mole
max |F|: 2.2 eV Å⁻¹
E_tot: -33321.997 eV
E_HOMO (alpha / beta): -11.6952 / -11.9383 eV
LUMO level (alpha / beta): -7.466 / -7.439 eV
charge: +1

Last column: Mulliken charge in e.
Geometry (Å):
Sn1 -0.418 -0.627 0.253  1.19
O1 -2.825 0.883 -0.435  -0.29
O2 -6.345 3.482 -1.702  -0.51
N1 1.266 -2.111 0.867  -0.69
C1 1.467 0.635 2.595  -0.39
C2 0.154 0.240 2.948  -0.71
C3 -8.124 3.937 -2.914  -0.76
C4 0.292 -0.811 -2.627  -0.52
C5 1.382 1.630 1.582  -0.58
C6 -7.094 4.702 -2.021  1.50
C7 2.400 -2.303 1.102  0.23
C8 -4.831 0.822 -1.709  -0.61
C9 1.056 1.248 -1.913  -0.42
C10 -7.599 5.288 -0.715  -1.60
C11 0.024 1.837 1.260  -0.42
C12 -4.032 2.075 -2.112  0.04
C13 -2.943 2.169 -1.061  -0.43
C14 1.508 -1.016 -1.903  -0.71
C15 0.009 0.587 -2.623  -0.19
C16 1.981 0.266 -1.468  -0.19
C17 -6.234 5.696 -2.780  -1.76
C18 -3.733 -0.027 -1.102  -0.65
C19 -0.768 0.952 2.095  -0.51
C20 -7.260 2.724 -2.556  -0.43
B1 3.865 -2.613 1.430  0.10
H1 3.919 -3.469 2.293  -0.07
H2 4.377 -1.572 1.834  -0.10
H3 -4.633 2.985 -2.098  -0.08
H4 2.934 0.452 -0.968  0.44
H5 -9.149 3.886 -2.526  0.31
H6 -5.423 6.061 -2.140  0.35
H7 4.417 -3.001 0.417  -0.10
H8 -3.182 -0.503 -1.927  0.29
H9 -7.764 1.950 -1.961  0.32
H10 1.164 2.327 -1.807  0.48
H11 -5.567 1.068 -0.935  0.18
H12 -0.811 1.068 -3.160  0.46
H13 2.380 0.302 3.075  0.57
H14 -6.738 2.275 -3.418  0.22
H15 2.223 2.204 1.192  0.50
H16 -6.735 5.614 -0.122  0.35
H17 -1.853 0.969 2.185  0.67
H18 -1.964 2.474 -1.468  0.18
H19 -8.242 6.153 -0.881  0.39
H20 -6.819 6.566 -3.078  0.44
H21 -3.233 2.879 -0.268  0.37
H22 -5.813 5.250 -3.686  0.37
H23 2.015 -1.971 -1.761  0.53
H24 -0.384 2.594 0.590  0.58
H25 -8.158 4.531 -0.158  0.39
H26 -4.070 -0.795 -0.392  0.35
H27 -3.586 1.950 -3.106  0.27
H28 -5.339 0.359 -2.557  0.43
H29 -0.285 -1.578 -3.142  0.48
H30 -8.100 4.190 -3.982  0.29
H31 -0.122 -0.408 3.779  0.43

[3]
ORCA calculation (ωB97M-V/def2-TZVPD) on a molecular structure, C48H55BrN7O4STeTi.

Computed properties:
energy above the lowest of the compared OMol25 structures with the same formula, charge and spin: 47.48 kcal per mole
max |F|: 3.9 eV Å⁻¹
E_tot: -180575.530 eV
spin multiplicity: 2
E_HOMO (alpha / beta): -5.4211 / -5.4286 eV
LUMO level (alpha / beta): 0.398 / 0.366 eV
charge: 0

Last column: Mulliken charge in e.
Geometry (Å):
Te1 0.943 1.049 -0.684  -0.14
Br1 -1.621 -2.856 5.047  -0.03
Ti1 -0.187 -2.038 1.363  -1.03
S1 -1.593 0.418 2.371  1.08
O1 1.193 -1.621 2.695  -0.60
O2 -1.745 -1.069 2.208  -0.32
O3 -0.581 -3.503 2.595  -0.51
O4 -1.694 -3.446 0.736  -0.80
N1 -1.014 -1.243 -0.486  0.20
N2 -2.158 -1.709 -2.599  0.45
N3 2.030 -3.927 -1.404  -1.04
N4 2.986 -3.959 -0.461  0.70
N5 1.229 -2.977 0.363  0.91
N6 0.854 -0.259 1.055  0.63
N7 1.004 -3.340 -0.911  0.16
C1 3.732 0.744 1.546  -0.04
C2 -3.189 -0.382 -4.362  -0.19
C3 -5.019 2.562 2.619  -0.69
C4 5.136 -3.452 -1.563  0.73
C5 -4.276 -3.745 4.725  -0.53
C6 4.521 -3.289 -2.952  -1.50
C7 -1.553 -1.538 -1.470  0.00
C8 1.870 4.573 -4.238  0.96
C9 1.130 2.710 2.360  0.21
C10 1.188 2.341 -3.589  1.46
C11 -1.789 4.742 1.098  -0.90
C12 1.663 -0.614 2.017  0.60
C13 -1.195 3.161 -0.597  -0.86
C14 1.538 2.607 -2.265  -0.96
C15 2.291 4.794 -2.940  -0.91
C16 5.175 1.342 3.374  -0.59
C17 1.343 3.329 -4.552  -0.82
C18 -2.995 -1.561 -5.313  -0.82
C19 3.273 -0.064 3.781  -0.91
C20 -1.765 -2.367 -4.901  -0.51
C21 1.982 5.634 -5.289  -1.68
C22 -1.995 4.204 -0.162  -0.86
C23 4.309 -4.445 -0.717  -1.07
C24 -0.787 4.229 1.900  -0.42
C25 4.377 0.610 4.248  -0.73
C26 -5.289 -4.454 2.664  -0.74
C27 -5.254 0.716 4.133  -0.86
C28 -1.688 -3.649 1.986  1.33
C29 0.624 1.015 -4.022  -1.66
C30 2.914 0.014 2.424  0.61
C31 -4.001 0.257 3.783  -0.29
C32 2.475 -3.360 0.650  -0.55
C33 -1.925 -2.852 -3.460  -0.72
C34 5.250 -2.102 -0.855  -1.07
C35 -0.178 2.651 0.201  0.80
C36 -3.245 0.961 2.850  0.51
C37 -5.773 1.871 3.560  -0.58
C38 4.850 1.395 2.024  -1.07
C39 -4.083 -4.310 2.019  -0.36
C40 0.034 3.193 1.469  0.75
C41 -0.856 0.571 4.040  -1.07
C42 -3.307 -0.882 -2.923  -0.82
C43 -3.068 -3.597 4.072  -0.14
C44 -2.930 -3.902 2.711  0.21
C45 2.144 3.821 -1.959  1.34
C46 -3.769 2.104 2.256  -0.49
C47 2.655 4.097 -0.579  -1.17
C48 -5.391 -4.182 4.026  -0.51
H1 -4.087 0.181 -4.622  0.39
H2 4.222 -5.396 -1.254  0.41
H3 5.711 -2.214 0.126  0.35
H4 2.748 5.738 -2.678  0.34
H5 -0.466 1.060 -4.015  0.20
H6 2.483 6.515 -4.899  0.34
H7 5.861 -1.422 -1.445  0.50
H8 -6.334 -4.293 4.539  0.42
H9 0.936 0.206 -3.361  0.02
H10 2.536 5.268 -6.150  0.37
H11 4.802 -4.619 0.243  0.36
H12 -2.406 5.553 1.455  0.38
H13 -1.034 -3.377 -3.111  0.37
H14 3.575 4.677 -0.612  0.55
H15 2.108 2.928 1.931  0.14
H16 2.644 -0.649 4.439  0.45
H17 4.267 -1.648 -0.725  -0.10
H18 2.849 3.152 -0.070  -0.39
H19 -2.883 -1.197 -6.336  0.37
H20 1.920 4.659 -0.003  0.32
H21 -5.402 3.465 2.169  0.45
H22 -3.983 -4.515 0.963  0.51
H23 1.061 1.635 2.484  -1.01
H24 -0.652 1.616 4.227  0.32
H25 4.622 0.577 5.300  0.44
H26 6.042 1.866 3.744  0.42
H27 -4.226 -1.471 -2.808  0.38
H28 0.056 -0.020 4.039  0.06
H29 -3.612 -0.650 4.219  0.06
H30 -6.747 2.240 3.846  0.39
H31 -1.548 0.182 4.778  0.63
H32 1.050 3.124 -5.573  0.42
H33 3.488 0.778 0.486  0.62
H34 -2.782 -3.537 -3.396  0.38
H35 5.481 1.956 1.349  0.47
H36 -1.634 -3.226 -5.561  0.39
H37 -0.629 4.649 2.884  0.44
H38 -3.177 2.623 1.519  0.38
H39 -2.333 0.291 -4.443  -0.05
H40 6.140 -3.885 -1.667  0.37
H41 5.117 -2.597 -3.544  0.45
H42 -3.878 -2.203 -5.281  0.34
H43 -0.875 -1.740 -4.976  0.17
H44 0.945 0.786 -5.037  0.61
H45 3.506 -2.904 -2.875  0.23
H46 -4.347 -3.498 5.774  0.48
H47 4.486 -4.247 -3.467  0.40
H48 -3.346 -0.046 -2.221  0.39
H49 -6.166 -4.772 2.115  0.40
H50 0.989 5.925 -5.630  0.32
H51 -2.781 4.590 -0.795  0.41
H52 -1.352 2.743 -1.582  0.41
H53 2.984 -3.248 1.585  0.57
H54 1.074 3.187 3.336  0.43
H55 -5.829 0.180 4.871  0.45